The following is a DFT calculation (ωB97M-V/def2-TZVPD) of a structure of composition C28H19BrInNO5S2.

Geometry as ORCA input:
```
! wB97M-V def2-TZVPD RIJCOSX def2/J DEFGRID3
* xyz 0 1
In -1.8028 1.5181 -0.1224
O -1.5783 -0.7397 1.2441
C -1.4659 -2.0827 0.8153
C -0.6644 -2.1660 -0.4974
O -0.1407 -3.1450 -0.9361
O -0.6741 -0.9859 -1.1899
C -2.8559 -2.6019 0.4560
C -3.0161 -3.9392 0.1028
C -4.2677 -4.4235 -0.2357
C -5.3707 -3.5783 -0.2253
C -5.2120 -2.2474 0.1229
C -3.9562 -1.7572 0.4619
C -0.7819 -2.9051 1.9027
C 0.6040 -2.9983 1.9612
C 1.2109 -3.6766 3.0085
C 0.4419 -4.2577 4.0049
C -0.9406 -4.1427 3.9634
C -1.5493 -3.4667 2.9181
H -0.6792 -0.3811 1.3933
H -2.1554 -4.5961 0.0924
H -4.3834 -5.4653 -0.5049
H -6.3494 -3.9595 -0.4861
H -6.0658 -1.5824 0.1360
H -3.8403 -0.7222 0.7501
H 1.2206 -2.5215 1.2105
H 2.2903 -3.7453 3.0436
H 0.9175 -4.7932 4.8166
H -1.5481 -4.5792 4.7456
H -2.6276 -3.3732 2.8923
S 0.3053 -1.0727 -2.5537
C 0.5674 0.6392 -2.7259
N -0.1775 1.5932 -2.2858
C 0.3416 2.8309 -2.6610
C -0.2165 4.0703 -2.3515
C 0.4138 5.2135 -2.7978
C 1.5876 5.1389 -3.5541
C 2.1468 3.9183 -3.8791
C 1.5125 2.7689 -3.4211
S 1.9819 1.1107 -3.6329
H -1.1305 4.1223 -1.7732
H -0.0043 6.1821 -2.5585
H 2.0658 6.0486 -3.8914
H 3.0525 3.8606 -4.4672
Br 5.5509 5.4020 0.1314
C 4.2868 4.0007 0.3174
C 2.9391 4.2848 0.1745
C 2.0217 3.2544 0.3094
C 2.4433 1.9570 0.5682
C 3.8012 1.6967 0.7111
C 4.7312 2.7170 0.5920
C 1.4621 0.8208 0.6844
O 1.8658 -0.3361 0.7301
O 0.2112 1.1386 0.6905
H 2.6144 5.2948 -0.0343
H 0.9632 3.4580 0.2180
H 4.1154 0.6809 0.9094
H 5.7880 2.5203 0.7067
*
```

As for the HOMO-LUMO gap: 8.70 eV. Its HOMO energy is -0.326 Eh. The value obtained for the LUMO energy is -0.007 Ha. The max |F| comes out at 0.6 eV/A.